Record 1
The following is a quantum chemistry calculation of C15H24LiO7 as an isolated structure at a distorted geometry, from the Open Molecules 2025 dataset.

The value obtained for the energy relative to the best compared isomer or geometry (same formula, charge and spin) is 2.2 kcal per mole. As for the total energy: -30472.1383 eV. As for the LUMO energy: -2.63 eV. The value obtained for the HOMO-LUMO gap is 7.7 eV.

```
! wB97M-V def2-TZVPD RIJCOSX def2/J DEFGRID3
* xyz 1 1
Li -0.13 -1.35 0.49
C -0.80 -3.62 1.96
O -1.43 -2.64 1.26
H -0.07 -3.37 2.89
H -0.22 -4.15 1.20
H -1.55 -4.20 2.47
H -2.34 -2.90 1.31
C -1.03 0.02 2.80
O -0.83 0.26 1.37
H -0.73 0.76 3.58
H -0.51 -0.86 3.18
H -2.21 -0.30 3.07
H -0.53 1.11 1.32
C 2.52 -1.27 1.72
O 1.84 -1.86 0.66
H 1.78 -1.19 2.52
H 3.22 -0.22 1.34
H 3.52 -1.79 2.01
H 2.38 -2.32 0.06
C 1.26 3.18 -0.08
C 1.82 4.36 0.18
C 3.23 4.48 0.27
C 4.09 3.27 0.33
C 3.47 2.14 -0.08
C 2.04 2.04 -0.31
O 1.44 0.85 -0.68
O 3.68 5.80 0.41
H 0.22 2.95 -0.17
H 1.34 5.32 0.24
H 5.27 3.28 0.69
H 4.06 1.19 -0.25
H 2.05 0.25 -1.16
H 4.65 5.80 0.69
C -3.20 0.29 -2.35
C -2.01 -0.20 -1.92
C -1.71 -1.57 -2.11
C -2.63 -2.39 -2.59
C -3.95 -1.94 -2.93
C -4.22 -0.56 -2.98
O -5.42 -0.15 -3.41
O -0.49 -2.08 -1.68
H -3.57 1.45 -2.21
H -1.41 0.53 -1.57
H -2.47 -3.61 -2.83
H -4.64 -2.80 -3.29
H -5.72 0.78 -3.33
H -0.06 -2.77 -2.09
*
```

---

Record 2
The following is a quantum chemistry calculation of one molecule with the formula C3H3N3O2 at a distorted geometry, from the Open Molecules 2025 dataset.

The value obtained for the energy relative to the best compared isomer or geometry (same formula, charge and spin) is 74.6 kcal per mole. As for the total energy: -11722.7233 eV. Its structure (SMILES) is [H]/N=c1/ncoc(O)n1. As for the LUMO energy: 0.18 eV. The value obtained for the HOMO-LUMO gap is 10.6 eV.

```
! wB97M-V def2-TZVPD RIJCOSX def2/J DEFGRID3
* xyz 0 1
H 2.36 -1.77 0.12
N 2.48 -0.74 0.26
C 1.32 -0.36 -0.07
N 1.17 1.17 -0.10
C -0.03 1.54 -0.01
O -1.15 0.85 0.09
C -0.96 -0.42 -0.13
O -2.25 -0.96 0.11
N 0.07 -1.06 -0.29
H -0.38 2.59 0.01
H -2.82 -0.07 0.42
*
```

---

Record 3
The following is a quantum chemistry calculation of C6H9AgO4 as an isolated structure at a distorted geometry, from the Open Molecules 2025 dataset.

The value obtained for the energy relative to the best compared isomer or geometry (same formula, charge and spin) is 0.0 kcal per mole. As for the total energy: -18553.3436 eV. As for the LUMO energy: -2.01 eV. The value obtained for the HOMO-LUMO gap is 6.6 eV.

```
! wB97M-V def2-TZVPD RIJCOSX def2/J DEFGRID3
* xyz 0 1
O 0.03 -0.68 -1.30
Ag -0.05 -0.96 1.03
O -0.25 -2.70 -0.49
C -0.10 -2.04 -1.56
O -0.12 -2.42 -2.73
C 0.08 0.25 -2.38
C 0.48 1.59 -1.81
H 0.82 -0.10 -3.12
H -0.90 0.30 -2.87
H 1.50 1.55 -1.38
H 0.47 2.35 -2.60
H -0.22 1.91 -1.02
C 0.24 2.94 2.09
C 1.47 2.38 2.22
H 1.16 2.13 3.35
H 0.12 3.98 1.77
H 2.35 3.01 2.09
O -1.01 0.91 1.95
C -0.99 2.12 2.07
H -1.94 2.68 1.94
*
```

---

Record 4
The following is a quantum chemistry calculation of a 2-piece molecular cluster, C8H9O3S2 overall at a distorted geometry, from the Open Molecules 2025 dataset.

As for the total energy: -36254.5241 eV. As for the LUMO energy: 3.12 eV. The value obtained for the HOMO-LUMO gap is 8.1 eV.

```
! wB97M-V def2-TZVPD RIJCOSX def2/J DEFGRID3
* xyz -1 1
C 2.77 -0.16 0.12
C 2.18 1.02 0.67
C 2.20 -1.38 0.24
C 0.96 0.90 1.21
C 0.92 -1.46 0.82
C 0.26 -0.32 1.30
C -1.08 0.85 -1.80
C -1.78 1.01 -0.48
O -1.79 -1.72 -0.65
O -3.75 -0.26 -0.73
O -2.82 -0.91 1.39
S -2.16 2.40 0.24
S -2.51 -0.63 0.00
H 3.68 -0.02 -0.45
H 2.83 1.94 0.70
H 2.76 -2.28 -0.32
H 0.20 1.65 1.44
H 0.55 -2.48 0.84
H 0.00 1.14 -1.48
H -1.16 -0.35 -1.93
H -1.47 1.42 -2.70
H -0.80 -0.36 1.57
*
```

---

Record 5
The following is a quantum chemistry calculation of a 2-piece molecular cluster, CH2NO3S overall at a distorted geometry, from the Open Molecules 2025 dataset.

The value obtained for the energy relative to the best compared isomer or geometry (same formula, charge and spin) is 17.1 kcal per mole. As for the total energy: -19538.1628 eV. As for the LUMO energy: 4.04 eV. The value obtained for the HOMO-LUMO gap is 8.8 eV.

```
! wB97M-V def2-TZVPD RIJCOSX def2/J DEFGRID3
* xyz -1 1
C 2.43 -0.67 0.06
N 1.36 -1.11 -0.10
O -2.48 0.44 -0.79
O -0.62 0.60 0.92
O -1.25 -1.60 -0.16
S -1.97 -0.38 0.33
H -0.49 1.30 0.28
H 0.37 -1.37 -0.14
*
```

---

Record 6
The following is a quantum chemistry calculation of C14H29CsN2O12S3 as an isolated structure at a distorted geometry, from the Open Molecules 2025 dataset.

The value obtained for the energy relative to the best compared isomer or geometry (same formula, charge and spin) is 0.0 kcal per mole. As for the total energy: -75587.6821 eV. As for the LUMO energy: -1.22 eV. The value obtained for the HOMO-LUMO gap is 7.4 eV.

```
! wB97M-V def2-TZVPD RIJCOSX def2/J DEFGRID3
* xyz 0 1
Cs 7.50 16.34 18.99
N 11.41 17.16 17.88
O 12.16 16.53 18.65
O 11.81 17.59 16.82
O 10.17 17.23 18.16
O 9.08 22.74 19.64
S 9.60 21.60 18.99
O 9.44 21.44 17.58
O 11.13 21.51 19.34
C 11.94 20.66 18.47
C 13.37 20.87 18.90
C 8.96 20.18 19.83
H 11.80 20.90 17.42
H 11.63 19.63 18.64
H 13.53 20.48 19.90
H 13.63 21.92 18.85
H 14.07 20.36 18.24
H 7.88 20.29 19.80
H 9.35 20.27 20.84
H 9.27 19.27 19.32
O 9.14 13.41 16.41
S 10.40 13.30 15.74
O 11.41 12.42 16.21
O 10.12 12.86 14.25
C 9.00 13.47 13.57
C 9.34 13.55 12.10
C 11.12 14.91 15.51
H 8.84 14.47 13.96
H 8.10 12.87 13.72
H 8.49 13.98 11.57
H 9.43 12.56 11.64
H 10.23 14.14 11.93
H 11.79 15.10 16.34
H 10.31 15.64 15.50
H 11.59 14.89 14.53
O 18.30 16.63 17.41
S 17.64 17.47 18.34
O 16.94 18.63 17.89
O 16.63 16.56 19.16
C 15.37 17.09 19.61
C 15.47 17.80 20.95
C 18.76 17.94 19.61
H 14.73 16.22 19.72
H 14.91 17.71 18.85
H 15.54 17.08 21.77
H 14.59 18.42 21.13
H 16.34 18.44 21.03
H 18.29 18.76 20.14
H 19.65 18.33 19.13
H 18.94 17.07 20.24
N 15.89 13.01 15.90
C 14.87 12.93 16.75
C 14.27 14.05 17.29
C 14.70 15.29 16.89
C 15.81 15.39 16.07
C 16.37 14.21 15.62
H 14.49 11.94 16.96
H 13.36 13.95 17.87
H 14.16 16.17 17.25
H 16.13 16.38 15.81
H 17.33 14.23 15.11
*
```

---

Record 7
The following is a quantum chemistry calculation of C22H46N3O2P3Sn as an isolated structure at a distorted geometry, from the Open Molecules 2025 dataset.

As for the total energy: -65779.1956 eV. As for the LUMO energy (spin up / spin down): -13.26 / -12.69 eV. The value obtained for the HOMO-LUMO gap (spin up / spin down) is 4.7 / 5.2 eV.

```
! wB97M-V def2-TZVPD RIJCOSX def2/J DEFGRID3
* xyz 4 1
P 3.75 -0.21 -0.45
C 4.14 -0.38 1.28
H 5.23 -0.46 1.39
H 3.66 -1.28 1.70
H 3.77 0.50 1.83
C 3.59 -1.79 -1.28
H 3.27 -1.66 -2.33
H 2.85 -2.43 -0.78
H 4.56 -2.31 -1.28
C 4.80 0.92 -1.35
H 5.82 0.52 -1.35
H 4.77 1.90 -0.86
H 4.43 1.03 -2.38
P -1.01 3.52 -0.98
C -1.19 4.42 0.61
H -1.37 5.49 0.43
H -0.25 4.29 1.18
H -2.01 3.98 1.18
C 0.01 4.70 -1.94
H 0.04 4.39 -2.99
H 1.03 4.67 -1.53
H -0.40 5.72 -1.85
C -2.66 3.81 -1.73
H -2.80 4.89 -1.92
H -3.43 3.43 -1.05
H -2.71 3.25 -2.67
P -2.92 -2.17 -0.26
C -3.54 -2.35 1.40
H -4.26 -3.19 1.40
H -4.04 -1.43 1.73
H -2.72 -2.59 2.09
C -4.20 -2.24 -1.51
H -4.82 -3.13 -1.31
H -3.75 -2.33 -2.51
H -4.83 -1.34 -1.47
C -1.61 -3.32 -0.62
H -2.08 -4.31 -0.75
H -0.89 -3.38 0.21
H -1.07 -3.05 -1.54
Sn 0.06 0.44 -2.30
C 2.08 0.64 -0.55
O 1.69 1.53 0.16
C -2.22 -0.45 -0.41
O -2.42 0.63 0.03
C -1.35 0.11 -4.23
C -0.71 -1.12 -3.93
C 0.70 -1.19 -3.91
C 1.46 -0.04 -4.20
C 0.83 1.20 -4.44
C -0.58 1.27 -4.45
H -2.44 0.15 -4.28
H -1.30 -2.02 -3.74
H 1.20 -2.14 -3.73
H 2.55 -0.11 -4.27
H 1.43 2.08 -4.65
H -1.07 2.23 -4.66
C -1.24 -0.08 4.74
N -0.44 0.14 3.54
C -0.73 1.36 2.83
C 0.13 -0.92 2.86
N 0.22 -0.90 1.56
N 0.57 -1.97 3.67
C 1.24 -1.65 4.92
C 1.14 -3.15 3.03
H -0.93 0.62 5.53
H -1.14 -1.10 5.11
H -2.29 0.12 4.52
H -0.22 2.21 3.30
H -0.39 1.25 1.80
H -1.81 1.56 2.84
H 0.76 -1.70 1.21
H 0.96 -2.39 5.67
H 2.34 -1.68 4.79
H 0.96 -0.65 5.26
H 0.49 -3.50 2.23
H 2.15 -2.95 2.63
H 1.23 -3.94 3.79
*
```

---

Record 8
The following is a quantum chemistry calculation of C8H8ClF3N2O5PdS as an isolated structure at a distorted geometry, from the Open Molecules 2025 dataset.

The value obtained for the energy relative to the best compared isomer or geometry (same formula, charge and spin) is 0.0 kcal per mole. As for the total energy: -56632.6015 eV. As for the LUMO energy: 4.56 eV. The value obtained for the HOMO-LUMO gap is 5.0 eV.

```
! wB97M-V def2-TZVPD RIJCOSX def2/J DEFGRID3
* xyz -2 1
Pd -0.08 0.57 -1.02
Cl -2.98 -3.24 4.43
C -1.86 -2.24 3.50
C -0.97 -1.39 4.17
C -0.09 -0.62 3.45
C 0.01 -0.67 2.01
O 0.83 0.03 1.38
C -0.94 -1.56 1.37
C -1.05 -1.70 -0.09
O -0.14 -1.62 -0.92
C -1.85 -2.30 2.13
H -0.99 -1.34 5.25
H 0.59 0.06 3.96
H -2.05 -2.02 -0.44
H -2.56 -2.94 1.61
F 0.41 0.98 -3.77
C -0.66 1.72 -3.44
F -0.92 2.44 -4.58
F -1.73 0.94 -3.29
S -0.34 2.96 -2.03
O -0.59 4.22 -2.72
O 1.07 2.80 -1.65
O -1.32 2.69 -0.98
N 3.60 0.82 -1.70
N 2.95 -0.38 -1.21
H 4.08 1.22 -0.89
H 2.88 1.50 -1.93
H 2.18 -0.10 -0.60
H 2.50 -0.81 -2.01
*
```

---

Record 9
The following is a quantum chemistry calculation of C10H27ClCoNO6 as an isolated structure at a distorted geometry, from the Open Molecules 2025 dataset.

As for the total energy: -74717.5978 eV. As for the LUMO energy (spin up / spin down): -4.76 / -5.18 eV. The value obtained for the HOMO-LUMO gap (spin up / spin down) is 7.5 / 7.1 eV.

```
! wB97M-V def2-TZVPD RIJCOSX def2/J DEFGRID3
* xyz 1 4
Co 6.72 8.39 16.47
Cl 8.45 7.81 15.55
C 11.55 9.30 15.29
C 11.68 8.11 14.35
O 10.81 7.02 14.63
O 10.19 9.75 15.28
H 12.29 10.00 14.89
H 12.03 9.21 16.26
H 12.66 7.65 14.46
H 11.58 8.42 13.30
H 9.92 7.36 14.53
H 9.72 9.12 15.84
C 9.92 4.32 18.09
C 9.11 5.11 17.10
O 9.51 6.50 16.98
O 11.21 4.02 17.70
H 9.44 3.36 18.24
H 9.90 4.75 19.10
H 8.04 5.11 17.32
H 9.14 4.66 16.11
H 9.15 7.03 16.26
H 11.58 4.86 17.41
C 10.46 9.80 19.00
O 9.09 9.31 18.73
C 8.66 8.28 19.63
C 7.34 7.64 19.25
N 7.29 7.28 17.82
C 6.28 6.18 17.66
C 6.09 5.76 16.24
O 5.54 6.77 15.42
C 5.21 6.25 14.14
H 10.78 10.41 18.16
H 11.07 8.93 19.27
H 10.48 10.33 19.95
H 8.54 8.76 20.60
H 9.51 7.64 19.84
H 6.55 8.34 19.49
H 7.26 6.70 19.79
H 8.21 6.92 17.65
H 5.30 6.48 18.04
H 6.46 5.31 18.29
H 5.54 4.83 16.18
H 7.05 5.40 15.86
H 5.36 6.95 13.31
H 4.16 5.99 14.07
H 5.81 5.37 13.90
*
```

---

Record 10
The following is a quantum chemistry calculation of C6H8N2O as an isolated structure at a distorted geometry, from the Open Molecules 2025 dataset.

The value obtained for the energy relative to the best compared isomer or geometry (same formula, charge and spin) is 41.3 kcal per mole. As for the total energy: -11377.5554 eV. As for the LUMO energy: 0.75 eV. The value obtained for the HOMO-LUMO gap is 9.2 eV.

```
! wB97M-V def2-TZVPD RIJCOSX def2/J DEFGRID3
* xyz 0 1
C -0.21 -1.02 0.47
C 1.42 0.21 1.53
C 1.03 0.97 0.50
C -0.03 0.30 -0.29
C 0.09 0.23 -1.80
C -1.33 1.03 -0.58
H -1.09 -2.69 0.82
H 0.70 -1.78 2.19
H 2.17 0.33 2.29
H 1.45 1.96 0.30
H 1.00 0.60 -2.29
H -0.18 -0.78 -2.14
H -1.40 2.01 -0.08
H -2.26 0.46 -0.53
N -1.05 -1.93 0.11
N 0.69 -1.02 1.52
O -1.00 1.12 -2.00
*
```

---

Record 11
The following is a quantum chemistry calculation of one molecule with the formula C4H8O2, from the Open Molecules 2025 dataset.

The value obtained for the energy relative to the best compared isomer or geometry (same formula, charge and spin) is 8.0 kcal per mole. As for the total energy: -8372.9342 eV. Its structure (SMILES) is CCOC(C)=O. As for the LUMO energy: 0.98 eV. The value obtained for the HOMO-LUMO gap is 11.4 eV.

```
! wB97M-V def2-TZVPD RIJCOSX def2/J DEFGRID3
* xyz 0 1
C 1.89 -0.77 -0.91
C 0.86 -1.00 0.19
O 0.18 0.23 0.52
C -1.16 0.24 0.30
C -1.83 1.56 0.62
O -1.78 -0.70 -0.13
H 1.48 -0.11 -1.68
H 2.82 -0.32 -0.54
H 2.14 -1.72 -1.38
H 0.12 -1.73 -0.12
H 1.34 -1.35 1.11
H -1.35 2.14 1.41
H -2.86 1.34 0.89
H -1.86 2.17 -0.29
*
```

---

Record 12
The following is a quantum chemistry calculation of C38H42Cl3N4O2SbSe5Ti as an isolated structure at a distorted geometry, from the Open Molecules 2025 dataset.

The value obtained for the energy relative to the best compared isomer or geometry (same formula, charge and spin) is 31.7 kcal per mole. As for the total energy: -444102.4317 eV. As for the LUMO energy: 3.00 eV. The value obtained for the HOMO-LUMO gap is 4.0 eV.

```
! wB97M-V def2-TZVPD RIJCOSX def2/J DEFGRID3
* xyz -2 1
Ti -1.92 2.22 -1.28
Cl -0.30 -1.48 -7.74
C -0.84 -0.58 -6.33
C -0.32 -0.90 -5.09
C -0.78 -0.20 -3.99
Cl -0.12 -0.56 -2.42
C -1.76 0.81 -4.06
O -2.21 1.43 -3.02
C -2.21 1.11 -5.36
Cl -3.36 2.39 -5.55
C -1.77 0.43 -6.48
H 0.42 -1.67 -4.98
H -2.15 0.69 -7.46
Se -4.02 7.16 1.83
Sb -3.28 7.05 -0.51
Se -2.29 4.50 -0.82
Se -4.10 3.41 -1.75
Se -1.11 8.21 -0.66
C 3.58 2.91 -0.91
C 2.28 3.18 -1.58
C 1.92 4.09 -2.55
C 0.54 3.92 -2.76
N 0.09 2.96 -1.95
N 1.16 2.52 -1.25
C -0.35 4.68 -3.67
H 4.31 3.67 -1.20
H 3.98 1.93 -1.19
H 3.48 2.93 0.18
H 2.56 4.81 -3.03
H 1.02 1.82 -0.54
H 0.14 4.81 -4.64
H -0.55 5.67 -3.25
H -1.30 4.18 -3.81
C -7.32 1.85 1.53
C -6.32 2.82 1.72
C -5.01 2.52 1.43
C -4.64 1.25 0.93
C -3.27 0.92 0.59
C -3.02 -0.29 -0.06
C -4.07 -1.20 -0.34
C -5.35 -0.93 0.04
C -5.66 0.31 0.68
C -6.99 0.63 1.02
H -8.35 2.09 1.76
H -6.56 3.82 2.06
H -4.28 3.31 1.54
H -2.00 -0.56 -0.29
H -3.83 -2.13 -0.84
H -6.15 -1.63 -0.17
H -7.76 -0.12 0.83
C 5.43 -0.74 0.53
C 5.17 -0.99 -0.96
C 3.69 -1.07 -1.34
C 2.98 -2.35 -0.93
N 2.88 -2.57 0.51
C 2.03 -1.89 1.34
Se 0.91 -0.51 0.90
N 2.14 -2.47 2.58
C 1.38 -2.04 3.74
C -0.05 -2.57 3.74
C -0.15 -4.09 3.84
C 0.11 -4.62 5.25
C 3.04 -3.51 2.53
C 3.50 -4.38 3.51
C 4.45 -5.33 3.13
C 4.92 -5.40 1.82
C 4.46 -4.52 0.84
C 3.51 -3.58 1.22
H 6.46 -0.43 0.70
H 5.25 -1.62 1.14
H 4.77 0.06 0.90
H 5.69 -1.91 -1.27
H 5.62 -0.17 -1.53
H 3.59 -1.00 -2.42
H 3.16 -0.22 -0.91
H 3.50 -3.22 -1.34
H 1.96 -2.35 -1.33
H 1.36 -0.95 3.72
H 1.93 -2.36 4.63
H -0.54 -2.22 2.82
H -0.58 -2.10 4.57
H 0.56 -4.55 3.15
H -1.14 -4.40 3.52
H 1.11 -4.36 5.60
H 0.02 -5.70 5.30
H -0.61 -4.19 5.96
H 3.14 -4.34 4.52
H 4.82 -6.03 3.86
H 5.66 -6.14 1.55
H 4.83 -4.57 -0.17
C -2.03 2.66 2.06
C -2.18 1.85 0.80
O -0.98 1.55 0.18
H -2.04 3.74 1.90
H -1.07 2.40 2.50
H -2.81 2.42 2.78
*
```

---

What did the second record say?
The following is a quantum chemistry calculation of one molecule with the formula C3H3N3O2 at a distorted geometry, from the Open Molecules 2025 dataset.

The value obtained for the energy relative to the best compared isomer or geometry (same formula, charge and spin) is 74.6 kcal per mole. As for the total energy: -11722.7233 eV. Its structure (SMILES) is [H]/N=c1/ncoc(O)n1. As for the LUMO energy: 0.18 eV. The value obtained for the HOMO-LUMO gap is 10.6 eV.

```
! wB97M-V def2-TZVPD RIJCOSX def2/J DEFGRID3
* xyz 0 1
H 2.36 -1.77 0.12
N 2.48 -0.74 0.26
C 1.32 -0.36 -0.07
N 1.17 1.17 -0.10
C -0.03 1.54 -0.01
O -1.15 0.85 0.09
C -0.96 -0.42 -0.13
O -2.25 -0.96 0.11
N 0.07 -1.06 -0.29
H -0.38 2.59 0.01
H -2.82 -0.07 0.42
*
```